[1]
ORCA calculation (ωB97M-V/def2-TZVPD) on C8H12BrN in the gas phase at a distorted geometry.

## Properties
SMILES = CC(C)(C)n1cccc1Br
multiplicity = 1
ΔE to the lowest compared entry with this formula, charge and spin = 0.123 eV
lowest unoccupied orbital energy = 0.738 eV
orbital gap = 0.3109 Ha
E_HOMO = -0.2838 Eh

```
22
Properties=species:S:1:pos:R:3:forces:R:3:nbo_charge:R:1
C -0.882038 -2.692548 -0.020240 0.2 -0.2 0.0 -0.3595
C -2.123967 -2.017132 0.043253 -0.1 0.2 0.0 -0.2885
C 0.145917 -1.795804 -0.088870 0.0 -0.2 0.0 0.0243
C -1.974642 -0.683234 0.024832 4.9 0.6 -0.5 -0.0186
C 2.008267 0.378637 -0.222321 -0.2 0.0 0.0 -0.6124
C 0.314382 1.313098 1.369837 0.0 -0.1 -0.2 -0.6090
C 0.096612 1.706576 -1.112245 0.0 -0.2 0.1 -0.6108
C 0.521249 0.707224 -0.026394 0.5 0.6 0.2 0.1208
N -0.239668 -0.514211 -0.134044 -5.4 -0.7 0.3 -0.3792
Br -3.123767 0.760846 0.004179 -0.1 -0.1 0.1 0.1307
H -0.778482 -3.760352 -0.020316 0.1 -0.1 0.0 0.2236
H -3.074866 -2.515960 0.109260 -0.2 0.0 0.0 0.2375
H 1.188726 -2.057254 -0.107273 0.2 0.0 0.0 0.2121
H 2.155065 -0.185722 -1.140667 0.1 0.0 -0.1 0.2149
H 2.579947 1.300632 -0.295767 0.0 0.1 0.0 0.2212
H 2.400350 -0.198568 0.613694 0.0 0.0 0.0 0.2109
H 0.721380 0.648221 2.130006 0.0 0.0 0.0 0.2108
H 0.812753 2.275554 1.441355 0.1 0.1 0.0 0.2082
H -0.742927 1.454616 1.572470 -0.1 0.1 0.0 0.2196
H 0.638866 2.640518 -0.977816 0.1 0.1 0.0 0.2082
H 0.320750 1.310304 -2.099725 0.0 -0.1 -0.1 0.2133
H -0.963897 1.924558 -1.063214 -0.1 0.0 0.0 0.2217
```
Positions in Å, forces in eV/Å.



[2]
ORCA calculation (ωB97M-V/def2-TZVPD) on 2 unconnected molecules or ions with the total composition C16H17NO at a distorted geometry.

## Properties
SMILES = Cc1c[nH]c2ccccc12.Cc1ccc(O)cc1
multiplicity = 1
ΔE to the lowest compared entry with this formula, charge and spin = 2.735 eV
lowest unoccupied orbital energy = 0.824 eV
orbital gap = 0.3137 Ha
E_HOMO = -0.2834 Eh

```
35
Properties=species:S:1:pos:R:3:forces:R:3:nbo_charge:R:1
C 0.875884 5.091483 -1.080434 -1.2 -0.1 1.2 -0.6362
C 1.393883 2.255657 1.486814 -1.0 2.3 0.6 0.1374
C 0.561475 2.937453 0.556016 2.9 -0.8 -0.4 -0.0906
C 1.287285 4.164115 0.089201 -0.1 -0.7 0.7 -0.0837
C 2.387480 4.195571 0.939418 -0.9 1.4 -1.7 -0.0319
C -0.085245 0.440124 1.709491 -2.6 -0.3 -1.8 -0.2052
C 1.078753 1.025980 2.067244 0.6 0.8 0.3 -0.2499
C -0.980575 1.097758 0.743349 0.6 -2.0 -0.2 -0.2342
C -0.521111 2.204353 0.104072 -0.8 2.5 0.2 -0.2020
N 2.339642 3.198472 1.843964 2.2 -1.9 1.2 -0.5249
H -0.399287 -0.557576 2.028737 0.3 0.5 0.3 0.2206
H 1.738679 0.638666 2.822441 0.1 -0.4 0.1 0.2099
H -1.908227 0.622419 0.317520 1.1 0.3 1.0 0.2202
H -1.048499 2.872365 -0.546994 -1.2 -0.7 -0.9 0.2028
H 3.156561 3.020172 2.451960 -1.0 0.0 -0.7 0.4019
H 3.276600 4.820881 0.913208 -0.5 0.2 0.1 0.2069
H 0.328708 4.471282 -1.833788 0.7 0.7 0.3 0.2186
H 1.693604 5.673520 -1.508584 0.2 -0.5 -0.1 0.2231
H 0.147335 5.901657 -0.744197 0.7 -1.1 -0.2 0.2146
C 0.240209 -4.384159 -2.651108 0.8 1.8 -1.9 -0.6405
C -2.001016 -2.055096 -0.676779 -0.1 -0.2 -1.5 -0.2552
C -1.351953 -2.575596 -1.777779 2.0 -1.8 1.0 -0.1850
C -1.818160 -2.670773 0.577524 -1.2 2.3 -1.5 0.2893
C -0.463178 -3.711436 -1.604485 -1.8 2.9 4.4 -0.0239
C -1.028481 -3.731883 0.861297 1.1 0.6 -4.3 -0.3063
C -0.291477 -4.214100 -0.267358 -2.8 2.3 -1.1 -0.1868
O -2.520120 -2.016372 1.520275 -0.4 -2.8 4.2 -0.6578
H -2.700525 -1.199117 -0.869435 0.8 -0.9 0.8 0.2290
H -1.335577 -2.137456 -2.754816 -0.5 0.3 -0.4 0.2088
H -2.486009 -2.741654 2.286957 -0.6 2.9 -1.8 0.4682
H -0.858327 -3.943170 1.850952 0.5 -1.2 2.1 0.2057
H 0.373924 -3.827551 -3.604061 -0.2 -0.1 0.7 0.2125
H -0.446175 -5.129982 -2.809002 -0.7 -2.9 -1.2 0.2281
H 0.175042 -5.111500 -0.174999 2.0 -2.3 0.4 0.1930
H 1.188876 -4.624505 -2.266606 1.2 -1.1 0.0 0.2234
```
Positions in Å, forces in eV/Å.



[3]
ORCA calculation (ωB97M-V/def2-TZVPD) on a molecular structure, C10H19N3S at a distorted geometry.

## Properties
total charge = +2
multiplicity = 1
ΔE to the lowest compared entry with this formula, charge and spin = 3.679 eV
lowest unoccupied orbital energy (spin up / spin down) = -8.955 / -8.955 eV
orbital gap (spin up / spin down) = 0.2485 / 0.2486 Ha
E_HOMO (spin up / spin down) = -0.5776 / -0.5776 Eh

```
33
Properties=species:S:1:pos:R:3:forces:R:3:nbo_charge:R:1
C -1.380994 -0.541795 -0.561127 -5.1 -0.3 -0.7 0.5602
C 0.549929 0.670171 -0.032409 -1.7 2.0 0.6 0.3475
C -2.017139 -1.862132 -0.688751 -1.9 2.1 -0.3 -0.5821
C 2.746792 -0.376786 -0.040539 4.4 0.0 0.4 0.3904
C -2.272635 0.675552 -0.653168 1.2 -0.9 -0.9 -0.5207
C -3.572753 0.425426 0.091125 1.4 -0.5 0.9 -0.0654
C -4.800528 0.848952 -0.637992 -1.2 0.6 -3.8 -0.6776
C -3.397079 1.164123 1.421649 -2.4 0.8 0.4 -0.6243
C 4.957954 -1.508007 -0.183247 0.5 1.1 -2.3 -0.4293
C 4.792513 0.749392 0.610651 1.5 0.7 2.3 -0.4439
N -0.162534 -0.458187 -0.204848 6.1 -2.0 0.9 -0.5963
N 4.097553 -0.286232 0.003396 -5.0 -2.8 0.3 -0.2295
N 1.858317 0.594322 0.230301 0.7 0.2 0.4 -0.5909
S -3.291084 -1.404637 0.605937 0.2 0.0 0.1 0.3438
H -1.408103 -2.673687 -0.465980 1.0 -1.4 0.9 0.2506
H -2.579831 -2.093041 -1.578152 0.1 0.4 -0.6 0.2863
H 2.392249 -1.326520 -0.285993 -0.5 -1.3 -0.9 0.2089
H -1.685520 1.453905 -0.195628 -0.1 0.7 -0.2 0.2788
H -2.389920 0.850140 -1.712769 -0.1 0.4 -0.5 0.2816
H -5.727551 1.048431 -0.116652 0.3 0.0 0.9 0.2652
H -5.190174 0.206592 -1.504428 1.0 0.2 1.3 0.2532
H -4.570742 1.802920 -1.256283 -0.2 -1.2 1.4 0.2476
H -3.815841 2.221975 1.289371 0.7 -1.3 0.3 0.2499
H -2.350958 1.208023 1.705989 -0.1 -0.1 0.5 0.2083
H -4.062190 0.648599 2.175540 0.9 0.8 -0.4 0.2446
H 5.233620 -1.896208 0.795410 -0.2 -0.3 -0.2 0.2556
H 4.527519 -2.180373 -0.968452 0.1 0.3 1.3 0.2524
H 5.869042 -1.079520 -0.695852 -0.7 -0.7 0.7 0.2545
H 5.312493 0.409549 1.579272 -0.9 0.4 -1.4 0.2661
H 5.517918 1.002427 -0.090598 1.8 0.8 -0.9 0.2508
H 4.228363 1.625937 0.774513 -0.8 0.9 0.4 0.2217
H 0.374185 -1.352032 -0.081898 -1.1 0.4 -0.2 0.3896
H 2.217115 1.432718 0.671623 0.1 0.3 -0.4 0.4526
```
Positions in Å, forces in eV/Å.



[4]
ORCA calculation (ωB97M-V/def2-TZVPD) on 8 unconnected molecules or ions with the total composition C4H27N2O7 at a distorted geometry.

## Properties
total charge = +1
multiplicity = 1
ΔE to the lowest compared entry with this formula, charge and spin = 2.081 eV
lowest unoccupied orbital energy = -2.643 eV
orbital gap = 0.3681 Ha
E_HOMO = -0.4652 Eh

```
40
Properties=species:S:1:pos:R:3:forces:R:3:nbo_charge:R:1
C 1.768708 1.176430 0.257620 2.5 -0.1 -0.8 -0.2777
N 0.630958 1.640442 -0.547713 1.1 0.1 1.1 -0.6505
C 0.678301 3.134694 -0.496740 -1.1 -1.5 -0.2 -0.4122
C 1.545590 0.938880 1.718373 0.2 -2.0 1.3 -0.2170
N 0.800856 -0.368303 2.064165 -1.2 0.1 0.1 -0.5661
C 1.502755 -1.329305 3.062271 0.5 -2.0 -3.0 -0.4282
H 2.420649 0.333014 -0.178711 -1.6 0.7 0.4 0.2376
H 2.575374 1.965313 0.269777 -0.7 -0.3 0.0 0.2043
H 0.714246 1.241141 -1.476059 0.0 0.4 -0.1 0.3837
H -0.131951 3.477586 -1.123390 -0.1 0.5 -0.1 0.2043
H 0.500151 3.440583 0.535839 -0.1 0.0 -0.1 0.1954
H 1.620969 3.533781 -0.817175 0.6 0.3 -0.3 0.1880
H 2.481442 0.754560 2.259899 0.1 0.6 -0.5 0.2221
H 1.026691 1.687670 2.267816 -0.5 0.9 0.0 0.2198
H 0.434657 -0.761620 1.185926 1.1 -0.8 -0.1 0.4432
H -0.170978 -0.163699 2.424001 0.7 0.2 0.8 0.4750
H 2.620022 -1.254117 3.043137 -1.1 0.7 0.1 0.2320
H 1.042212 -1.256635 4.012749 -0.2 0.4 0.8 0.2375
H 1.367715 -2.395757 2.675788 -0.3 1.5 0.5 0.2627
H -0.790686 -0.375997 -3.663918 -0.8 0.4 -0.3 0.5096
H 0.340559 0.082611 -4.727733 -0.5 -0.3 0.6 0.5120
O 0.139294 -0.289135 -3.848970 1.2 0.5 -0.8 -0.9751
H -2.307240 0.693292 3.581530 0.2 -0.5 0.2 0.4829
H -2.242365 0.372007 2.138525 -0.1 -0.3 0.0 0.5005
O -2.003905 -0.027035 3.003094 0.1 0.9 -0.2 -0.9714
H -1.212153 -4.170133 0.524230 -0.4 -0.5 -0.4 0.4762
H -0.906328 -2.649350 0.302428 -0.4 -1.1 0.4 0.4871
O -0.804022 -3.413527 0.919981 0.7 1.3 0.3 -0.9889
H -1.562753 0.203905 0.205811 -0.3 0.8 -0.5 0.5089
H -2.178614 1.646622 -0.107706 0.6 0.1 -0.1 0.4905
O -2.212368 0.890413 0.474843 -0.3 -0.9 0.3 -0.9899
H -0.250385 -1.670659 -1.374598 0.4 0.2 0.6 0.5118
H -1.621100 -1.049880 -1.469821 -0.6 0.0 0.0 0.5005
O -0.994294 -1.340077 -0.802234 0.4 0.0 -0.4 -1.0273
H -2.947374 0.240211 -3.637528 -0.6 0.0 -0.7 0.4987
H -2.871543 0.614460 -2.170265 0.1 -0.1 -0.1 0.5009
O -2.446465 0.072938 -2.850770 0.2 0.1 0.8 -0.9795
H 1.262718 -2.636597 -2.632093 0.3 0.1 0.5 0.4825
H 0.930065 -1.187999 -2.868124 0.6 -0.3 0.8 0.4979
O 1.250593 -1.800729 -2.134254 -0.5 -0.2 -1.1 -0.9817
```
Positions in Å, forces in eV/Å.



[5]
ORCA calculation (ωB97M-V/def2-TZVPD) on a gas-phase ion, C3NO4S (charge -1) at a distorted geometry.

## Properties
total charge = -1
multiplicity = 1
ΔE to the lowest compared entry with this formula, charge and spin = 1.682 eV
lowest unoccupied orbital energy = 3.172 eV
orbital gap = 0.2832 Ha
E_HOMO = -0.1667 Eh

```
9
Properties=species:S:1:pos:R:3:forces:R:3:nbo_charge:R:1
C -0.373885 -0.482106 0.737401 -0.3 -0.2 -1.4 0.3438
C 2.849479 -0.111466 -0.725637 -1.7 1.2 1.8 0.8350
C 0.624002 -0.079064 0.156872 0.0 -0.2 0.6 -0.1520
N 1.916615 0.189230 -0.024304 0.8 -0.3 -0.6 -0.5174
O -1.576972 -0.837060 0.791153 -0.5 -0.5 1.5 -0.7051
O 3.885167 -0.159980 -1.237059 1.9 -0.6 -1.3 -0.5498
O -3.609637 -0.114531 -0.767438 0.0 -0.3 0.2 -0.9622
O -3.365140 1.394995 1.143977 0.9 -1.3 -0.8 -0.9633
S -2.686967 0.649536 0.052709 -1.2 2.0 0.1 1.6709
```
Positions in Å, forces in eV/Å.



[6]
ORCA calculation (ωB97M-V/def2-TZVPD) on C5H10NP in the gas phase at a distorted geometry.

## Properties
SMILES = CCC(C#N)=[PH2]C
multiplicity = 1
ΔE to the lowest compared entry with this formula, charge and spin = 2.369 eV
lowest unoccupied orbital energy = 0.329 eV
orbital gap = 0.2974 Ha
E_HOMO = -0.2853 Eh

```
17
Properties=species:S:1:pos:R:3:forces:R:3:nbo_charge:R:1
C 2.124441 0.894421 0.183643 0.2 1.4 0.2 0.2519
C 0.385785 -0.906697 2.429207 1.5 0.1 1.0 -0.6028
C -0.436559 -0.203392 -2.787363 -4.0 2.0 2.3 -0.9314
C 0.750538 -1.013639 0.964477 1.2 -0.8 0.7 -0.3831
C 0.875635 0.306807 0.258571 -0.4 -1.9 -0.6 -0.7226
N 3.059067 1.567713 0.209939 0.9 0.0 -0.2 -0.3834
P -0.173226 0.557950 -1.064420 0.5 0.6 0.0 1.0545
H 0.436321 -1.890591 2.852567 -0.2 -0.7 0.3 0.2024
H -0.592279 -0.547205 2.550473 -1.5 0.6 0.1 0.1961
H 1.015468 -0.297606 3.110360 0.1 -0.1 -0.9 0.2122
H 0.355194 -0.807324 -3.014050 1.6 -2.2 -0.5 0.2419
H -1.466805 -0.642043 -2.416291 2.1 -0.1 -1.8 0.2366
H -0.599180 0.509007 -3.634079 0.0 -0.3 1.1 0.2584
H -0.185221 -1.382193 0.527144 0.6 -1.3 -0.1 0.1835
H 1.731978 -1.712716 0.932467 -2.5 1.3 -0.7 0.2070
H 0.174050 1.845075 -1.227716 -0.1 1.5 -0.8 -0.0021
H -1.465195 0.568402 -0.506781 0.0 -0.2 -0.4 -0.0190
```
Positions in Å, forces in eV/Å.



Calculated E_tot (hartree), listed in the same order as above: -2940.74594 -749.79978 -954.14239 -804.54804 -868.21441 -592.49241